No. 1
The following is a quantum chemistry calculation of a cluster of 11 separate species, C49H93FIN2O15 in total at a distorted geometry, from OMol25.

Results
HOMO   -10.564 eV
Orbital gap   6.6 eV
Lowest unoccupied orbital energy   -0.147 hartree
Electronic energy   -96819.9239 eV
Charge   +1
Largest force on an atom   0.0447 Eh/bohr

Each line ends with the Mulliken charge.
Cartesian coordinates (Å):
C 0.4400 5.6713 3.8626  -0.9377
C -0.2865 4.8525 3.0765  -0.7850
C -0.9553 5.4042 1.8244  2.0742
F -0.9695 6.7728 1.9280  -0.3971
C -0.1531 4.9800 0.6074  -1.1062
N -0.8934 4.7332 -0.4026  0.8579
C -0.3306 4.1813 -1.6773  -0.8799
O 0.0403 2.8699 -1.5458  -0.3310
C 1.4391 2.6513 -1.2571  -0.5606
C 1.8782 1.2539 -1.6585  0.1968
C 3.2011 0.9216 -0.9552  -1.2440
C -2.3285 5.0752 -0.1113  1.4671
C -2.6140 6.5308 -0.5281  -1.3530
C -1.8961 7.0190 -1.7963  -0.6656
N -2.6374 8.1642 -2.3442  -0.6336
C -3.2504 4.1820 -0.9628  -2.1217
O -4.5723 4.2702 -0.4944  -0.2034
O -5.3515 4.8177 -1.5759  -0.4322
C -2.3609 4.8024 1.4475  0.8598
C -2.4817 3.2799 1.7503  -1.5328
O -3.7933 2.9427 2.1032  -0.2621
C -4.4481 1.9438 1.3221  -0.4192
C -4.6003 0.6360 2.0668  -0.3294
C -5.3155 -0.3623 1.1406  -0.7125
C -3.5076 5.5939 2.0830  -1.6298
C -3.6231 5.4123 3.5712  0.0246
O -2.9361 4.7359 4.2669  -0.4226
I -5.2505 6.5612 4.4097  0.0213
H 0.3940 5.6165 4.9451  0.3204
H 1.0738 6.4538 3.4541  0.2800
H -0.3462 3.7956 3.2854  0.5362
H 0.9220 4.8451 0.5988  0.7905
H 0.5061 4.8319 -1.9475  0.5614
H -1.0829 4.2676 -2.4566  0.3074
H 1.5903 2.7619 -0.1772  0.2175
H 2.0497 3.3932 -1.7837  0.3080
H 2.0060 1.2120 -2.7387  0.3834
H 1.1301 0.5494 -1.3072  -0.0368
H 3.2738 1.3926 0.0298  0.3231
H 3.3092 -0.1456 -0.7929  0.3735
H 4.0697 1.2550 -1.5256  0.3581
H -2.3759 7.2422 0.2576  0.6490
H -3.6776 6.6368 -0.7362  0.2384
H -1.8699 6.2195 -2.5425  0.2996
H -0.8630 7.2946 -1.5757  0.4242
H -2.0115 8.9404 -2.5190  0.2703
H -3.0178 7.9207 -3.2501  0.2534
H -2.9042 3.1451 -1.0008  0.4735
H -3.2311 4.5477 -1.9904  0.9035
H -5.9829 5.3632 -1.0827  0.3366
H -2.1110 2.6898 0.9058  0.5807
H -1.8375 3.0445 2.5911  0.1857
H -5.4435 2.3232 1.0811  0.4160
H -3.9438 1.7750 0.3654  0.0535
H -3.6248 0.2349 2.3450  0.2040
H -5.2211 0.7894 2.9502  0.3624
H -4.7015 -0.4636 0.2426  -0.0762
H -6.2447 0.1027 0.8024  0.4448
H -5.4912 -1.3219 1.6111  0.1513
H -4.4559 5.2769 1.6530  0.8022
H -3.4376 6.6645 1.9016  0.8649
C 6.1552 -3.1333 0.9452  -1.2542
C 5.0897 -2.0762 0.8366  1.2509
O 4.8333 -1.5298 -0.2162  -0.6064
C 4.3564 -1.7239 2.1042  -1.2212
H 6.6102 -3.3003 -0.0263  0.2775
H 6.9263 -2.8226 1.6501  0.3011
H 5.7207 -4.0691 1.3006  0.3089
H 5.0687 -1.3540 2.8396  0.4364
H 3.8447 -2.6027 2.5042  0.3832
H 3.6219 -0.9471 1.8964  0.1483
C 7.0227 2.4068 1.9613  -0.9059
C 6.7783 1.4680 3.1121  0.6925
O 6.3167 0.3600 2.9454  -0.5337
C 7.1394 1.9708 4.4882  -1.1412
H 6.7225 1.9263 1.0318  0.2392
H 6.4496 3.3256 2.0951  0.3248
H 8.0764 2.6740 1.9020  0.2977
H 6.5695 2.8721 4.7195  0.3345
H 8.2014 2.2173 4.5283  0.3306
H 6.9193 1.2052 5.2285  0.3065
C 10.4520 3.9201 -0.9210  -1.0212
C 9.8263 4.9386 -0.0002  0.7810
O 8.9945 4.6251 0.8211  -0.4947
C 10.2895 6.3657 -0.1538  -1.1230
H 10.0387 2.9357 -0.7141  0.2476
H 10.2531 4.1829 -1.9611  0.3219
H 11.5328 3.8956 -0.7734  0.3259
H 10.0850 6.7197 -1.1654  0.3318
H 11.3642 6.4314 0.0224  0.3271
H 9.7692 6.9980 0.5613  0.2918
C -5.8011 -4.6364 3.4441  -1.1359
C -6.5668 -4.1470 2.2462  0.9290
O -6.0098 -3.6248 1.3037  -0.5255
C -8.0631 -4.3386 2.2674  -1.1884
H -4.7406 -4.4422 3.3044  0.2187
H -6.1474 -4.1239 4.3440  0.3833
H -5.9449 -5.7088 3.5709  0.3521
H -8.4948 -3.8164 3.1227  0.3318
H -8.3018 -5.3994 2.3562  0.3553
H -8.4966 -3.9473 1.3499  0.2839
C -4.5207 -9.4880 1.9824  -1.1770
C -3.9651 -8.1562 2.4253  0.8005
O -4.4740 -7.5279 3.3275  -0.5727
C -2.7499 -7.6552 1.6906  -0.9514
H -5.3901 -9.7412 2.5846  0.3219
H -4.8099 -9.4418 0.9312  0.3284
H -3.7632 -10.2647 2.0970  0.3386
H -2.9771 -7.5410 0.6290  0.3544
H -1.9248 -8.3549 1.7947  0.3461
H -2.4526 -6.6919 2.1007  0.2390
C -5.6259 -0.5410 -3.0597  -0.4534
C -5.9575 -1.9473 -3.4978  0.8358
O -5.5515 -2.3898 -4.5483  -0.5682
C -6.8134 -2.7720 -2.5699  -1.0580
H -5.0107 -0.0659 -3.8188  0.2144
H -6.5408 0.0398 -2.9341  0.3515
H -5.0847 -0.5641 -2.1114  -0.1406
H -7.7786 -2.2864 -2.4163  0.3386
H -6.3229 -2.8886 -1.6005  0.1607
H -6.9729 -3.7552 -3.0065  0.3428
C -5.4557 2.1533 -7.9551  -1.1625
C -5.8426 1.1012 -6.9429  0.8314
O -6.0499 1.3831 -5.7843  -0.5198
C -5.9567 -0.3155 -7.4452  -0.8752
H -5.4083 3.1264 -7.4717  0.3011
H -4.4829 1.9159 -8.3886  0.3266
H -6.1914 2.1869 -8.7600  0.3378
H -5.0020 -0.6430 -7.8602  0.3160
H -6.7118 -0.3731 -8.2314  0.3402
H -6.2305 -0.9764 -6.6264  0.1041
C 1.9039 -9.5152 -0.3923  -1.1622
C 0.9883 -8.4007 0.0474  0.7345
O 0.1105 -8.5806 0.8596  -0.5110
C 1.2200 -7.0457 -0.5770  -0.7565
H 1.6367 -10.4328 0.1256  0.3061
H 1.8165 -9.6697 -1.4689  0.3356
H 2.9400 -9.2606 -0.1638  0.3364
H 1.1066 -7.1074 -1.6603  0.3611
H 2.2307 -6.6984 -0.3558  0.3371
H 0.4991 -6.3341 -0.1802  -0.0344
C 10.3099 -5.3554 -1.1477  -1.1689
C 9.6679 -4.3214 -0.2554  0.8781
O 8.8160 -4.6154 0.5497  -0.5209
C 10.1422 -2.8965 -0.4191  -1.0589
H 9.8860 -6.3336 -0.9351  0.3006
H 10.1362 -5.1066 -2.1960  0.3319
H 11.3867 -5.3837 -0.9743  0.3438
H 9.9615 -2.5567 -1.4403  0.3244
H 11.2128 -2.8325 -0.2182  0.3772
H 9.6068 -2.2519 0.2743  0.2105
C 0.6147 -3.0216 0.9679  -0.4178
C -0.2362 -2.0815 0.1504  0.7918
O 0.2648 -1.2727 -0.5987  -0.5904
C -1.7286 -2.2075 0.3062  -1.0489
H 1.6661 -2.8322 0.7622  0.0250
H 0.4215 -2.8748 2.0322  0.3776
H 0.3770 -4.0566 0.7161  -0.0863
H -2.0106 -2.0351 1.3456  0.2834
H -2.0566 -3.2104 0.0281  0.3718
H -2.2260 -1.4810 -0.3321  0.2134


No. 2
The following is a quantum chemistry calculation of a structure of composition C4BNO11Tl at a distorted geometry, from OMol25.

Results
HOMO   -14.114 eV
Orbital gap   3.3 eV
Lowest unoccupied orbital energy   -0.398 hartree
Electronic energy   -33517.2017 eV
Charge   +1
Largest force on an atom   0.0842 Eh/bohr

Each line ends with the Mulliken charge.
Cartesian coordinates (Å):
Tl 0.6502 3.8645 2.0592  0.9307
N 1.4402 -0.0642 1.6509  1.2914
O 1.6465 1.1507 1.5592  -0.4761
O 0.4710 -0.4549 2.3185  -0.4110
O 2.1138 -0.8795 1.0651  -0.4196
O -2.3679 2.4558 -1.6811  -0.4673
C -1.5297 1.6856 -1.3692  0.4713
O -1.6823 0.3645 -1.3086  -0.4931
B -0.5225 -0.3202 -0.6889  0.9647
O 0.4625 0.7927 -0.6403  -0.5123
C -0.0946 1.9479 -0.8924  0.7289
O 0.4516 2.9933 -0.6645  -0.6568
O -0.8313 -0.9692 0.5834  -0.3004
C -0.4314 -2.1942 0.4998  0.7681
O -0.4793 -2.9967 1.3889  -0.3138
C 0.1735 -2.4957 -0.9500  0.5320
O 0.0902 -1.3286 -1.5456  -0.3368
O 0.4395 -3.5519 -1.3844  -0.2998


Repeat the second record exactly.
The following is a quantum chemistry calculation of a structure of composition C4BNO11Tl at a distorted geometry, from OMol25.

Results
HOMO   -14.114 eV
Orbital gap   3.3 eV
Lowest unoccupied orbital energy   -0.398 hartree
Electronic energy   -33517.2017 eV
Charge   +1
Largest force on an atom   0.0842 Eh/bohr

Each line ends with the Mulliken charge.
Cartesian coordinates (Å):
Tl 0.6502 3.8645 2.0592  0.9307
N 1.4402 -0.0642 1.6509  1.2914
O 1.6465 1.1507 1.5592  -0.4761
O 0.4710 -0.4549 2.3185  -0.4110
O 2.1138 -0.8795 1.0651  -0.4196
O -2.3679 2.4558 -1.6811  -0.4673
C -1.5297 1.6856 -1.3692  0.4713
O -1.6823 0.3645 -1.3086  -0.4931
B -0.5225 -0.3202 -0.6889  0.9647
O 0.4625 0.7927 -0.6403  -0.5123
C -0.0946 1.9479 -0.8924  0.7289
O 0.4516 2.9933 -0.6645  -0.6568
O -0.8313 -0.9692 0.5834  -0.3004
C -0.4314 -2.1942 0.4998  0.7681
O -0.4793 -2.9967 1.3889  -0.3138
C 0.1735 -2.4957 -0.9500  0.5320
O 0.0902 -1.3286 -1.5456  -0.3368
O 0.4395 -3.5519 -1.3844  -0.2998


Question: Among the records above, which one has the highest largest force on an atom?
Answer: C4BNO11Tl


Question: Among the records above, which one has the lowest lowest unoccupied orbital energy?
Answer: C4BNO11Tl